ORCA calculation (ωB97M-V with the def2-TZVPD basis set) on 7 unconnected molecules or ions with the total composition C38H112Cl2N18O6P6 in a non-equilibrium geometry.

Output
- SMILES string: CN(C)P(=O)(N(C)C)N(C)C.CN(C)P(=O)(N(C)C)N(C)C.CN(C)P(=O)(N(C)C)N(C)C.CN(C)P(=O)(N(C)C)N(C)C.CN(C)P(=O)(N(C)C)N(C)C.CN(C)P(=O)(N(C)C)N(C)C.ClCCCl
- E_LUMO: 0.4 eV
- Energy above the lowest of the compared OMol25 structures with the same formula, charge and spin: 339.72 kJ/mol
- Net charge: 0

Each line ends with the Löwdin charge.
Positions of all 182 atoms, in Å:
1 C 3.09760 3.10368 -3.51551  -0.104
2 N 3.75303 3.94074 -2.47637  -0.281
3 C 4.45427 5.17463 -2.95340  -0.099
4 P 3.58724 3.39858 -0.83712  0.611
5 O 2.62949 2.30200 -0.67767  -0.283
6 N 5.23684 3.08189 -0.24359  -0.303
7 C 6.33876 4.03859 -0.39377  -0.114
8 C 5.68296 1.66592 -0.14769  -0.102
9 N 3.12019 4.79632 0.01663  -0.308
10 C 1.89851 5.52238 -0.48948  -0.089
11 C 3.16682 4.86260 1.48950  -0.105
12 H 3.22847 3.53207 -4.50922  0.078
13 H 2.01415 3.08581 -3.39754  0.057
14 H 3.42636 2.06739 -3.43717  0.076
15 H 5.50685 4.90063 -2.88193  0.052
16 H 4.22925 6.12496 -2.46932  0.070
17 H 4.34027 5.41441 -4.01056  0.075
18 H 7.09564 3.72946 0.32712  0.081
19 H 6.59260 4.00573 -1.45329  0.064
20 H 5.99116 5.01362 -0.05233  0.075
21 H 5.95359 1.21114 -1.10060  0.079
22 H 6.49658 1.60894 0.57541  0.081
23 H 4.86619 1.06747 0.25584  0.033
24 H 1.09056 4.81126 -0.66158  0.075
25 H 1.67868 6.36564 0.16527  0.077
26 H 2.09817 5.98094 -1.45797  0.059
27 H 4.14871 4.47579 1.76218  0.056
28 H 2.46187 4.11437 1.85186  0.052
29 H 2.98445 5.91535 1.70530  0.088
30 C -0.50418 -5.22832 -0.60799  -0.137
31 N -0.39326 -4.08225 -1.46012  -0.309
32 C -1.69545 -3.56676 -1.97134  -0.083
33 P 1.04521 -3.52011 -2.19768  0.623
34 O 0.99388 -2.22012 -2.89545  -0.281
35 N 2.18212 -3.55558 -0.88996  -0.308
36 C 3.56942 -3.72356 -1.08955  -0.155
37 C 1.84922 -2.94760 0.44434  -0.088
38 N 1.49238 -4.85846 -3.19781  -0.305
39 C 1.77627 -6.16343 -2.68712  -0.141
40 C 1.56109 -4.65385 -4.65756  -0.100
41 H 0.41199 -5.39094 -0.04028  0.078
42 H -0.67072 -6.06465 -1.28689  0.068
43 H -1.39130 -5.24436 0.02515  0.080
44 H -2.07479 -4.13026 -2.82378  0.081
45 H -1.63702 -2.50769 -2.22245  0.039
46 H -2.35432 -3.61219 -1.10419  0.075
47 H 4.11910 -2.81147 -0.85707  0.084
48 H 3.91735 -4.54365 -0.46147  0.082
49 H 3.81720 -3.99496 -2.11574  0.083
50 H 0.80523 -3.09681 0.71989  0.057
51 H 2.57110 -3.37498 1.14028  0.084
52 H 2.04350 -1.87507 0.44950  0.055
53 H 2.22759 -6.19849 -1.69557  0.074
54 H 0.86245 -6.75664 -2.65332  0.069
55 H 2.48013 -6.70969 -3.31504  0.082
56 H 0.54594 -4.86672 -4.99260  0.074
57 H 2.20150 -5.37332 -5.16780  0.078
58 H 1.83911 -3.63494 -4.92709  0.067
59 C 0.74038 -3.39862 6.37304  -0.126
60 N -0.67322 -3.74476 6.20826  -0.300
61 C -0.99290 -5.16794 6.50375  -0.093
62 P -1.83897 -2.66406 5.55012  0.564
63 O -3.20241 -3.15663 5.52519  -0.273
64 N -1.56027 -1.17260 6.31922  -0.310
65 C -1.57762 -1.16026 7.78356  -0.122
66 C -2.03813 0.11574 5.69543  -0.066
67 N -1.24941 -2.33243 3.95880  -0.287
68 C -1.92503 -2.93022 2.76921  -0.084
69 C -0.07336 -1.57613 3.60416  -0.153
70 H 1.20314 -4.05624 7.10891  0.084
71 H 0.86236 -2.34305 6.61592  0.034
72 H 1.26246 -3.58719 5.43497  0.074
73 H -0.36214 -5.52753 7.31673  0.071
74 H -0.83475 -5.81488 5.64088  0.075
75 H -2.03541 -5.19440 6.82087  0.071
76 H -0.91708 -1.93675 8.16936  0.067
77 H -1.12585 -0.25735 8.19436  0.077
78 H -2.57956 -1.34685 8.17010  0.084
79 H -1.66962 0.14676 4.67009  0.055
80 H -3.12387 0.15389 5.60703  0.082
81 H -1.51090 0.87102 6.27826  0.073
82 H -1.37007 -3.83847 2.53421  0.070
83 H -2.92951 -3.22277 3.07505  0.068
84 H -1.92569 -2.19829 1.96152  0.048
85 H -0.33395 -0.71397 2.99025  0.026
86 H 0.70213 -2.13547 3.08085  0.069
87 H 0.35533 -1.13273 4.50290  0.054
88 C -6.58318 3.60879 0.51364  -0.118
89 N -6.32423 2.43928 -0.32221  -0.307
90 C -6.05490 2.77923 -1.66050  -0.165
91 P -7.12509 0.91684 -0.01241  0.587
92 O -8.54722 0.84132 -0.37850  -0.281
93 N -6.13533 -0.30203 -0.69271  -0.300
94 C -6.64729 -1.63303 -0.81850  -0.128
95 C -4.66734 -0.27016 -0.67082  -0.185
96 N -6.83285 0.74387 1.63604  -0.308
97 C -5.48861 0.76171 2.28187  -0.110
98 C -7.84662 0.16540 2.51668  -0.109
99 H -6.33849 3.40549 1.55618  0.064
100 H -7.62073 3.94273 0.50631  0.084
101 H -5.93817 4.47793 0.38462  0.083
102 H -6.07232 1.95130 -2.36927  0.083
103 H -5.07614 3.25343 -1.73300  0.080
104 H -6.78523 3.52842 -1.96611  0.082
105 H -6.62868 -2.12497 0.15401  0.078
106 H -7.68834 -1.60331 -1.14013  0.079
107 H -6.05641 -2.20505 -1.53387  0.080
108 H -4.27249 -0.57768 0.29749  0.036
109 H -4.23020 -0.87191 -1.46763  0.042
110 H -4.19983 0.70642 -0.79652  0.017
111 H -5.58211 1.17369 3.28667  0.073
112 H -5.11959 -0.25100 2.44418  0.073
113 H -4.73681 1.32893 1.73310  0.063
114 H -8.79384 0.62453 2.23370  0.074
115 H -7.68245 0.40934 3.56627  0.078
116 H -7.85795 -0.90904 2.33347  0.077
117 C 1.56813 0.82360 6.28201  -0.119
118 N 2.75465 0.20784 5.74180  -0.313
119 C 3.09778 -1.05152 6.28536  -0.150
120 P 3.92261 1.01239 4.72621  0.630
121 O 5.26204 0.40578 4.79368  -0.284
122 N 3.12414 1.15112 3.18993  -0.266
123 C 3.37023 0.07673 2.17578  -0.092
124 C 1.87468 1.93076 3.01358  -0.103
125 N 3.87266 2.62352 5.37223  -0.294
126 C 4.19060 3.74101 4.49904  -0.153
127 C 4.33566 2.84620 6.79186  -0.079
128 H 1.36088 1.70283 5.67199  0.066
129 H 1.86798 1.23747 7.24476  0.072
130 H 0.69377 0.17307 6.30238  0.051
131 H 2.96427 -1.83140 5.53564  0.074
132 H 2.54459 -1.31635 7.18643  0.079
133 H 4.14024 -0.98250 6.59622  0.077
134 H 3.29635 0.47754 1.16484  0.043
135 H 4.35475 -0.33831 2.39156  0.081
136 H 2.59579 -0.69015 2.19121  0.048
137 H 1.86009 2.84326 3.60959  0.064
138 H 1.78590 2.20399 1.96212  0.058
139 H 1.05213 1.26155 3.26590  0.063
140 H 4.96584 4.35545 4.95681  0.078
141 H 4.64856 3.43095 3.55976  0.067
142 H 3.35164 4.42821 4.38956  0.075
143 H 5.37249 2.57550 6.99135  0.079
144 H 3.75647 2.14669 7.39460  0.055
145 H 4.17090 3.89195 7.05139  0.082
146 C -2.57630 1.49968 -6.56482  -0.119
147 N -1.13345 1.69266 -6.70636  -0.308
148 C -0.47414 2.50406 -5.69667  -0.139
149 P -0.08603 0.66350 -7.72147  0.633
150 O 1.31865 1.18360 -7.94415  -0.319
151 N -0.21796 -0.87445 -7.01011  -0.287
152 C -0.43595 -1.09753 -5.53826  -0.102
153 C 0.55753 -1.96663 -7.66467  -0.096
154 N -0.92577 0.47431 -9.19269  -0.309
155 C -2.18470 -0.23504 -9.38260  -0.135
156 C -0.30001 0.98158 -10.43281  -0.109
157 H -2.99168 2.19922 -7.29022  0.077
158 H -2.86839 1.74743 -5.54433  0.073
159 H -2.95753 0.53566 -6.90160  0.057
160 H 0.46796 2.82342 -6.14227  0.064
161 H -0.22172 1.86982 -4.84690  0.053
162 H -0.99331 3.38934 -5.32946  0.084
163 H 0.40148 -0.79855 -4.90784  0.063
164 H -1.30436 -0.54366 -5.18161  0.038
165 H -0.68714 -2.13062 -5.29799  0.069
166 H 1.60931 -1.69800 -7.76313  0.073
167 H 0.42067 -2.86431 -7.06172  0.064
168 H 0.27825 -2.06754 -8.71343  0.069
169 H -2.90542 0.41877 -9.87372  0.083
170 H -2.03693 -1.02624 -10.11763  0.071
171 H -2.48975 -0.79493 -8.49854  0.067
172 H -0.84313 0.78210 -11.35655  0.077
173 H 0.63881 0.43624 -10.52930  0.071
174 H -0.06610 2.04604 -10.41460  0.076
175 Cl -2.06377 0.44601 -2.39216  0.607
176 C -0.47057 0.82204 -1.63946  -0.584
177 C -0.28777 0.17882 -0.24238  -0.615
178 Cl -1.62777 0.51533 0.85214  0.610
179 H -0.34177 1.90410 -1.61404  0.065
180 H 0.25696 0.41106 -2.33938  0.054
181 H 0.61049 0.54321 0.25605  0.051
182 H -0.32822 -0.90140 -0.38233  0.046

Atoms 1-3, force components in eV/Å:
C -0.41 0.29 0.63
N -1.16 0.12 0.33
C 0.74 -1.18 0.31